(1)
Here is C21H20F3NO3S2 in the gas phase from the OMol25 dataset. Energies are from ωB97M-V/def2-TZVPD.

- strongest force on any atom (eV/A) = 6.43
- SMILES string = C=C(C)c1c(N(Cc2cc(F)c(F)c(OC)c2F)S(=O)(=O)CC)sc2ccccc12
- orbital gap (eV) = 8.9

Structure (ORCA input):
```
! RIJCOSX wB97M-V def2-TZVPD def2/J DEFGRID3
* xyz 0 1
C -1.02 -0.89 -2.73
C -1.44 -0.13 -1.71
C -1.83 1.35 -2.07
C -1.38 -0.65 -0.33
C -0.23 -1.09 0.24
N 0.97 -1.10 -0.53
C 1.60 0.15 -0.93
C 1.62 1.25 0.13
C 1.78 0.94 1.46
C 1.90 1.96 2.40
F 2.14 1.73 3.76
C 2.04 3.23 2.01
F 2.42 4.21 2.88
C 1.78 3.63 0.70
O 1.96 4.97 0.32
C 2.96 5.20 -0.67
C 1.45 2.64 -0.23
F 1.06 2.91 -1.46
S 1.92 -2.55 -0.40
O 2.59 -2.64 -1.71
O 3.06 -2.33 0.49
C 0.89 -4.08 -0.15
C 0.53 -4.71 -1.50
S -0.26 -1.60 1.97
C -2.01 -1.14 1.94
C -2.84 -1.24 3.10
C -4.21 -0.93 2.95
C -4.69 -0.56 1.74
C -3.85 -0.48 0.61
C -2.47 -0.72 0.65
H -1.05 -0.53 -3.77
H -0.52 -1.85 -2.71
H -1.39 1.52 -3.05
H -2.85 1.57 -2.18
H -1.32 2.09 -1.37
H 1.31 0.39 -1.93
H 2.71 0.18 -1.03
H 1.86 -0.08 1.72
H 2.43 5.60 -1.53
H 3.64 5.92 -0.25
H 3.52 4.28 -0.93
H -0.10 -3.65 0.10
H 1.21 -4.79 0.66
H 1.43 -5.30 -1.98
H 0.20 -3.97 -2.23
H -0.29 -5.48 -1.45
H -2.51 -1.67 4.05
H -4.85 -0.87 3.75
H -5.71 -0.32 1.58
H -4.21 -0.36 -0.40
*
```

(2)
Here is 2 unconnected molecules or ions with the total composition C4H13NS from the OMol25 dataset. Energies are from ωB97M-V/def2-TZVPD.

- energy above the lowest of the compared OMol25 structures with the same formula, charge and spin (eV) = 2.257
- strongest force on any atom (eV/A) = 5.56
- SMILES string = CNC.CSC
- orbital gap (eV) = 9.0

Structure (ORCA input):
```
! RIJCOSX wB97M-V def2-TZVPD def2/J DEFGRID3
* xyz 0 1
C 1.22 1.83 1.35
N 1.72 3.04 2.02
C 1.24 4.36 1.47
H 2.05 1.15 0.93
H 0.61 1.08 1.92
H 0.62 2.01 0.58
H 2.45 3.04 2.73
H 0.66 4.23 0.55
H 2.09 5.09 1.29
H 0.69 4.98 2.12
C -1.29 -2.12 -2.22
S -2.20 -2.96 -0.95
C -1.69 -4.67 -1.19
H -1.75 -2.20 -3.15
H -0.27 -2.58 -2.28
H -1.38 -1.07 -1.95
H -0.71 -4.64 -0.77
H -2.25 -5.21 -0.29
H -1.82 -5.36 -2.15
*
```

(3)
Here is 2 unconnected molecules or ions with the total composition C3H6NO2 from the OMol25 dataset. Energies are from ωB97M-V/def2-TZVPD.

- energy above the lowest of the compared OMol25 structures with the same formula, charge and spin (eV) = 2.983
- strongest force on any atom (eV/A) = 3.61
- orbital gap (eV) = 7.6

Structure (ORCA input):
```
! RIJCOSX wB97M-V def2-TZVPD def2/J DEFGRID3
* xyz -1 1
C 2.36 0.09 0.95
C 0.22 0.65 0.00
N 1.31 1.08 0.49
H 3.12 0.65 1.51
H 1.84 -0.79 1.59
H 2.82 -0.38 0.04
H -0.65 1.13 0.34
H 0.21 -0.10 -0.82
O -2.18 -0.92 0.05
C -2.75 -0.52 -1.04
O -2.46 0.03 -2.15
H -3.83 -0.91 -0.95
*
```

(4)
Here is C21H21FN2O4S in the gas phase from the OMol25 dataset. Energies are from ωB97M-V/def2-TZVPD.

- energy above the lowest of the compared OMol25 structures with the same formula, charge and spin (eV) = 1.200
- strongest force on any atom (eV/A) = 1.06
- SMILES string = Cc1ccc(S(=O)(=O)N(CC(=O)NCc2ccco2)Cc2ccccc2F)cc1
- orbital gap (eV) = 8.8

Structure (ORCA input):
```
! RIJCOSX wB97M-V def2-TZVPD def2/J DEFGRID3
* xyz 0 1
C 3.47 -1.22 -5.96
C 2.63 -0.80 -4.79
C 2.77 0.47 -4.25
C 1.98 0.88 -3.18
C 1.05 0.00 -2.66
S 0.09 0.46 -1.23
O -1.08 -0.35 -1.17
O -0.07 1.89 -1.20
N 1.08 0.09 0.05
C 2.02 1.10 0.50
C 1.51 1.70 1.83
O 2.10 1.58 2.88
N 0.35 2.36 1.65
C -0.49 2.78 2.74
C -1.82 2.09 2.70
C -2.45 1.39 1.72
C -3.69 0.98 2.27
C -3.72 1.47 3.53
O -2.59 2.15 3.80
C 1.33 -1.29 0.37
C 0.05 -2.03 0.65
C -0.36 -3.12 -0.10
C -1.56 -3.75 0.16
C -2.37 -3.30 1.19
C -1.98 -2.24 1.97
C -0.77 -1.63 1.70
F -0.36 -0.61 2.48
C 0.88 -1.26 -3.20
C 1.67 -1.66 -4.26
H 2.99 -0.91 -6.89
H 3.58 -2.30 -5.99
H 4.45 -0.76 -5.91
H 3.50 1.15 -4.66
H 2.07 1.87 -2.76
H 3.01 0.66 0.65
H 2.07 1.88 -0.25
H -0.05 2.37 0.72
H 0.03 2.52 3.67
H -0.63 3.86 2.71
H -2.09 1.16 0.73
H -4.45 0.40 1.77
H -4.46 1.41 4.31
H 1.88 -1.79 -0.44
H 1.96 -1.31 1.27
H 0.27 -3.48 -0.90
H -1.87 -4.60 -0.44
H -3.32 -3.79 1.38
H -2.58 -1.87 2.78
H 0.12 -1.90 -2.78
H 1.55 -2.65 -4.68
*
```

M
In order: 455.52, 107.22, 88.09, 416.47
Unit: g/mol